This record from OMol25 describes 2 unconnected molecules or ions with the total composition C6H13NO. The level of theory is wB97M-V/def2-TZVPD.

```
21
Properties=species:S:1:pos:R:3
C -0.20 1.67 1.53
C 0.66 1.17 0.65
C 0.15 -0.08 -0.13
N 0.04 0.27 -1.58
C 0.04 -1.33 0.30
C -0.40 -2.37 -0.74
C 0.14 -1.74 1.72
H 0.04 2.62 2.02
H -1.20 1.40 1.75
H 1.54 1.70 0.41
H 0.90 -0.17 -1.99
H -0.74 -0.08 -2.09
H -0.57 -3.35 -0.26
H 0.38 -2.39 -1.57
H -1.30 -2.00 -1.29
H -0.75 -1.09 2.10
H 0.05 -2.66 2.04
H 0.98 -1.13 2.30
O 0.12 3.30 -2.00
H 0.05 3.85 -1.30
H 0.07 2.41 -1.87
```

**SMILES string**: C=CC(N)=C(C)C.O
**Strongest force on any atom**: 8.536 eV/A
**Energy above the lowest of the compared OMol25 structures with the same formula, charge and spin**: 81.22 kcal per mole
**Frontier orbital gap**: 9.53 eV
**HOMO energy**: -8.8 eV